No. 1
Below is a structure of composition C17H37BrCaClLiN3O10P at a distorted geometry, with properties calculated with ωB97M-V/def2-TZVPD.

```
72
Properties=species:S:1:pos:R:3:forces:R:3
C 3.149984 3.833429 1.601926 0.079 0.652 0.161
O 3.137450 2.691185 0.783879 -0.416 -0.017 -0.104
C 2.368607 1.648093 1.376198 0.923 -0.492 -0.221
C 2.372379 0.464473 0.393087 0.290 0.710 -0.436
C 0.977420 0.047452 -0.078758 0.879 -0.114 1.291
C 0.668875 -1.463149 -0.236031 -2.310 0.362 -1.896
C -0.762295 -1.480897 -0.916097 -0.502 0.517 0.502
C -1.953545 -1.750896 0.001582 0.008 0.066 -0.227
O -2.172128 -2.881071 0.324772 -0.089 -2.276 0.556
N -2.858961 -0.787249 0.449718 0.549 1.176 -0.370
C -2.218372 0.509027 0.630342 -0.638 0.990 0.318
C -4.070500 -0.757783 -0.357806 -0.567 -0.379 0.123
O 1.414858 -2.197015 -1.177061 0.761 0.985 0.094
C 2.725106 -2.595811 -0.895217 0.307 0.337 -1.091
O 2.840165 -3.548661 -0.217826 -0.280 -1.966 1.628
C 3.890043 -1.979141 -1.615279 -0.400 0.736 -0.326
C 5.171765 -1.779335 -0.764302 0.616 0.693 0.723
C 5.167085 -2.398511 0.654547 0.463 -0.062 -0.569
C 5.594643 -0.273123 -0.662876 -0.006 -0.525 -0.268
P 0.658404 -2.117907 1.480611 2.472 2.655 2.578
N 2.068995 -2.034116 2.223492 -2.613 -2.356 -1.121
O 0.289988 -3.823137 1.491117 -2.587 0.932 -1.274
O -0.355159 -1.293936 2.455869 -0.515 -2.080 -1.957
H 2.244884 3.903943 2.212092 -0.020 0.001 -0.032
H 4.016397 3.879227 2.270990 0.003 -0.310 0.028
H 3.199520 4.723636 0.972554 -0.035 -0.088 -0.114
H 1.360495 1.996241 1.613838 0.008 0.005 0.107
H 2.912346 1.325682 2.269542 -0.415 0.055 0.371
H 3.007337 -0.324301 0.782753 -0.186 -0.301 0.101
H 2.890815 0.859430 -0.474930 0.178 -0.058 -0.170
H 0.264996 0.431714 0.657886 -0.029 -0.100 -0.097
H 0.757483 0.597883 -0.990032 -0.179 -0.438 -0.292
H -0.917013 -0.540813 -1.436092 0.169 0.102 0.011
H -0.820191 -2.233419 -1.698079 0.188 -0.350 0.273
H -3.004586 1.253477 0.729859 0.060 0.147 0.153
H -1.579775 0.860892 -0.180949 -0.191 -0.163 -0.177
H -1.647208 0.520784 1.552337 -0.049 -0.008 -0.081
H -3.913201 -0.748492 -1.443812 -0.226 0.052 -0.105
H -4.644922 -1.670548 -0.140153 -0.018 -0.480 -0.430
H -4.711797 0.091757 -0.093861 0.287 0.297 -0.097
H 3.556455 -1.048219 -2.076826 0.066 0.094 0.117
H 4.122422 -2.620879 -2.469854 -0.205 -0.256 0.147
H 6.012065 -2.230879 -1.293201 -0.322 -0.372 -0.193
H 4.592477 -1.871424 1.444420 0.159 -0.412 -0.936
H 4.894343 -3.451502 0.597148 -0.121 0.093 0.229
H 6.202771 -2.405418 1.002531 0.022 0.256 0.063
H 4.891492 0.387702 -1.163053 -0.096 0.141 0.192
H 6.551875 -0.115445 -1.162765 0.028 -0.041 0.045
H 5.726964 0.008589 0.379403 -0.196 0.195 0.013
H 1.998841 -1.449500 3.060900 0.740 -0.123 -0.060
H -0.480621 -3.988621 2.074592 -1.374 0.702 -1.624
H 0.072929 -0.438719 2.723351 -0.667 0.638 0.309
Li -5.630305 -1.283985 1.482793 0.484 0.269 -0.380
N -1.118581 2.186099 3.365203 -0.572 0.131 -0.301
O -1.568039 2.588406 4.434582 0.293 -0.232 -0.061
O -0.349084 1.166436 3.338669 0.273 -0.164 0.107
O -1.434403 2.728553 2.287441 0.385 -0.138 0.190
C -5.402679 3.352418 -1.962560 0.048 -0.106 0.312
C -5.397377 1.930468 -2.509609 -0.353 0.737 -0.202
C -5.384167 1.872423 -4.009667 -0.374 -0.460 -0.354
O -6.551060 1.228597 -2.021946 0.155 -0.370 0.722
H -6.298088 3.887494 -2.290396 0.037 -0.010 -0.123
H -5.414999 3.349119 -0.868331 0.065 0.023 -0.024
H -4.525088 3.905769 -2.297467 -0.014 0.017 -0.020
H -4.517995 1.397808 -2.138217 -0.141 -0.116 0.051
H -6.276969 2.343350 -4.444332 0.039 0.136 0.197
H -5.371876 0.793096 -4.282109 -0.036 1.154 -0.077
H -4.501255 2.360939 -4.423281 0.030 -0.100 -0.035
H -7.337185 1.686918 -2.334734 0.079 0.026 -0.149
Ca 1.268486 -4.550386 3.046979 4.497 0.516 2.261
Br -4.173635 -0.993791 -4.592990 0.652 -1.009 0.363
Cl 4.321894 -1.684429 3.553494 0.448 -0.132 1.657
```
Positions in Å, forces in eV/Å.

Values from the calculation:
- LUMO energy: -4.12 eV
- Calculated total energy: -5646.9898 Ha
- HOMO: -6.3 eV
- Orbital gap: 0.0790 Eh

Mulliken atomic charge list, values in e, 6 entries: -0.72, -0.38, -0.80, 0.86, -1.26, 3.08

=====

No. 2
Below is a cluster of 3 separate species, C17H37BrN4O6 in total at a distorted geometry, with properties calculated with ωB97M-V/def2-TZVPD.

```
65
Properties=species:S:1:pos:R:3:forces:R:3
C -0.232345 4.276872 -2.171231 -0.029 -0.062 0.207
C 1.142629 3.853841 -1.638049 0.065 -0.009 -0.241
C 1.702873 4.812696 -0.574898 0.344 -0.013 -0.067
Br 3.020599 6.033207 -1.357644 -0.169 -0.046 0.058
O 0.700854 5.660310 -0.028634 0.488 -0.036 -0.280
C -0.157970 5.140592 0.854377 1.183 -0.452 0.194
O -1.217501 5.611562 1.025272 -2.104 0.821 0.233
O 0.355549 4.118614 1.541396 0.333 -0.776 -0.366
C -0.581546 3.153561 2.067398 -0.120 -0.222 0.539
C 0.107934 2.391785 3.200819 0.013 0.024 0.143
C 0.832776 1.094101 2.830294 -0.007 -0.196 -0.102
C -0.098365 -0.080003 2.472550 0.210 0.225 0.143
C 0.681181 -1.376561 2.202334 -0.141 -0.151 0.167
C 1.200107 -1.670449 0.769601 0.210 -0.017 0.040
C 1.137376 -0.571702 -0.314798 0.161 -0.064 -0.473
C 0.472776 -1.057361 -1.637940 0.128 0.188 -0.103
C -0.801055 -0.322459 -2.074457 -0.119 -0.253 -0.134
C -1.809330 -0.159067 -0.942513 0.252 0.118 0.005
O -3.127883 0.008663 -1.460382 -0.104 -0.085 0.074
C -3.810715 1.148585 -0.972163 -0.104 -0.038 0.049
H -0.508610 3.668711 -3.037426 0.094 0.108 0.090
H -1.016011 4.141615 -1.415874 0.114 0.045 -0.136
H -0.235903 5.335728 -2.450806 0.014 -0.227 -0.051
H 1.119497 2.836353 -1.223410 -0.141 0.202 0.043
H 1.849915 3.816527 -2.473849 -0.078 -0.019 0.221
H 2.252300 4.302140 0.216092 -0.166 0.084 -0.160
H -0.887445 2.477943 1.257332 0.100 0.169 0.016
H -1.470776 3.671001 2.436043 0.194 0.069 -0.128
H 0.813835 3.087738 3.674809 -0.172 -0.107 -0.082
H -0.643002 2.152399 3.967204 0.075 0.056 -0.168
H 1.414619 0.766310 3.703947 -0.022 0.153 -0.178
H 1.561580 1.257952 2.022908 -0.130 0.062 0.090
H -0.749844 -0.249301 3.342022 0.020 0.046 -0.185
H -0.753552 0.184461 1.633278 0.067 -0.113 0.137
H 1.531309 -1.400877 2.898735 -0.172 0.022 -0.110
H 0.048229 -2.222795 2.498755 0.118 0.156 -0.059
H 0.677760 -2.558880 0.393111 -0.006 0.214 0.083
H 2.244787 -1.985416 0.874212 -0.228 -0.018 -0.016
H 0.659931 0.353726 0.028248 -0.011 -0.184 0.062
H 2.166180 -0.285542 -0.574034 -0.183 0.095 0.202
H 1.202729 -0.956181 -2.453424 -0.164 -0.110 0.101
H 0.217498 -2.119885 -1.565753 0.078 0.125 0.084
H -1.282943 -0.926106 -2.856900 0.061 0.138 0.156
H -0.568528 0.644305 -2.534565 -0.048 0.043 0.136
H -1.771877 -1.053083 -0.300669 -0.136 0.114 -0.088
H -1.547864 0.709648 -0.319468 -0.085 -0.147 -0.097
H -4.861843 1.070272 -1.270761 0.242 -0.037 -0.011
H -3.396948 2.071726 -1.401041 0.003 -0.084 0.118
H -3.774040 1.205360 0.126054 0.035 0.008 -0.169
N 3.498156 -4.028359 -0.913665 0.023 0.064 -0.005
C 3.795427 -4.619095 0.284384 -0.089 0.000 -0.085
N 4.819437 -5.527298 0.250661 0.048 -0.020 0.024
O 3.187099 -4.358834 1.305579 0.060 -0.044 0.086
H 3.980445 -4.233288 -1.767547 -0.012 -0.020 0.010
H 2.732939 -3.378404 -0.926641 -0.022 -0.040 -0.003
H 5.058476 -5.978072 1.113866 -0.008 0.019 -0.011
H 5.329143 -5.757174 -0.580605 -0.014 0.010 0.001
N -3.859164 -3.267856 -1.130042 0.055 0.304 -0.054
C -2.785475 -4.104564 -1.053275 0.216 -0.162 -0.025
N -3.086717 -5.402331 -0.738513 -0.023 -0.064 0.017
O -1.629732 -3.753620 -1.249141 -0.282 0.182 0.021
H -4.797646 -3.580482 -0.968682 0.028 -0.021 -0.001
H -3.710803 -2.297918 -1.369766 0.062 -0.055 0.027
H -2.321351 -6.046740 -0.670135 -0.005 0.032 0.006
H -4.019162 -5.728597 -0.572578 0.002 0.001 0.003
```
Positions in Å, forces in eV/Å.

Values from the calculation:
- LUMO energy: 0.67 eV
- Calculated total energy: -3914.4881 Ha
- Structure (SMILES): CC[C@@H](Br)OC(=O)OCCCCCCCCCCOC.NC(N)=O.NC(N)=O
- HOMO: -9.8 eV
- Orbital gap: 0.3852 Eh

Mulliken atomic charge list, values in e, 6 entries: -1.06, 0.08, -0.09, -0.16, -0.34, 0.65

=====

No. 3
Below is a structure of composition C17H37ClIOS, with properties calculated with ωB97M-V/def2-TZVPD.

```
58
Properties=species:S:1:pos:R:3:forces:R:3
C 1.872392 0.816719 -0.414888 0.005 -0.011 -0.014
C 1.702045 0.429451 1.067230 -0.291 -0.033 -0.309
I 3.509469 -0.375169 1.874225 0.083 -0.097 0.052
C 1.100615 1.538664 1.950319 -0.399 -0.192 -0.164
S 2.193828 2.259770 3.199913 0.019 0.039 0.216
C 3.333979 3.395661 2.379149 0.352 0.268 -0.017
C 2.840315 3.864541 1.017748 -0.162 -0.164 0.475
O 3.228150 3.438261 -0.005879 0.241 0.056 -0.317
Cl 1.543624 5.037578 1.145214 -0.098 0.133 -0.013
H 2.917449 0.943874 -0.704309 -0.178 0.027 0.080
H 1.351388 1.754217 -0.641669 0.017 -0.225 0.023
H 1.440793 0.032224 -1.042197 0.110 0.092 0.070
H 0.999372 -0.405386 1.136088 0.200 0.140 0.022
H 0.671374 2.342089 1.342518 0.089 -0.080 0.150
H 0.293652 1.126892 2.572462 0.165 0.134 -0.035
H 1.319092 3.190226 3.634961 -0.071 0.048 -0.096
H 3.434064 4.242915 3.066225 0.055 -0.165 -0.089
H 4.287950 2.870232 2.276578 -0.217 0.023 -0.048
C 0.057632 -2.808202 -0.185946 0.011 -0.065 0.029
C 1.253712 -3.673601 0.199284 0.002 0.044 -0.003
C 2.434519 -3.547157 -0.762834 0.021 0.064 0.027
C 2.149432 -3.973250 -2.203902 -0.036 0.007 0.002
C 1.659692 -5.412738 -2.357720 0.016 -0.015 -0.002
C 2.658647 -6.453424 -1.863272 -0.024 0.009 -0.004
H -0.349985 -3.088297 -1.157646 -0.002 0.008 -0.003
H -0.748811 -2.894638 0.543988 0.001 0.016 0.001
H 0.344653 -1.753259 -0.248082 -0.038 -0.044 -0.075
H 0.937493 -4.716840 0.270183 0.009 -0.003 0.001
H 1.591714 -3.395029 1.202824 -0.007 -0.023 0.011
H 3.275054 -4.125063 -0.370541 -0.002 0.001 0.001
H 2.769409 -2.501700 -0.769683 0.015 -0.005 -0.009
H 3.065523 -3.845144 -2.788277 -0.002 -0.008 -0.001
H 1.413378 -3.297384 -2.649243 0.002 0.006 0.003
H 1.446320 -5.592595 -3.413873 -0.007 -0.005 0.005
H 0.707812 -5.541974 -1.834235 -0.008 0.012 -0.007
H 3.609689 -6.361225 -2.392080 0.007 0.005 0.014
H 2.284137 -7.464009 -2.026448 0.008 0.002 -0.006
H 2.859545 -6.349185 -0.795600 0.000 -0.005 0.001
C -3.908174 4.895214 -0.265301 0.030 -0.016 -0.019
C -3.793478 3.631455 -1.111459 -0.014 0.014 0.011
C -4.621109 2.461345 -0.580797 -0.002 -0.006 -0.002
C -4.244850 1.995263 0.827137 -0.016 0.020 -0.019
C -2.780939 1.592423 0.991210 0.075 -0.044 0.062
C -2.360913 0.424625 0.104418 0.085 0.037 0.029
H -3.539581 4.738928 0.750815 -0.004 0.000 0.004
H -3.334527 5.714125 -0.701029 -0.013 0.004 -0.003
H -4.947606 5.220287 -0.192346 0.000 -0.002 0.018
H -2.741153 3.339363 -1.192664 0.000 -0.014 -0.016
H -4.119674 3.850748 -2.130486 0.010 0.005 0.001
H -4.543267 1.624141 -1.279390 -0.001 -0.008 0.011
H -5.676784 2.746811 -0.575572 0.006 0.008 -0.007
H -4.876827 1.143675 1.095373 0.012 -0.004 0.002
H -4.478092 2.781156 1.549747 -0.005 0.003 -0.008
H -2.614376 1.322583 2.040077 0.001 0.010 0.004
H -2.136259 2.456014 0.788434 -0.018 0.025 -0.001
H -2.967825 -0.459503 0.306393 -0.008 0.001 -0.014
H -1.315380 0.150043 0.279884 -0.016 -0.032 -0.023
H -2.458305 0.663256 -0.955031 -0.004 0.002 -0.001
```
Positions in Å, forces in eV/Å.

Values from the calculation:
- LUMO energy: -3.97 eV
- Calculated total energy: -1900.9652 Ha
- HOMO: -12.9 eV
- Orbital gap: 0.3297 Eh
- Net charge: +1

Mulliken atomic charge list, values in e, 6 entries: -1.35, -0.08, 0.15, -0.51, 0.11, -0.69